This record from OMol25 describes C16H36FN2Pb as an isolated structure in a non-equilibrium geometry. The level of theory is ωB97M-V with the def2-TZVPD basis set.

Each line ends with the natural charge from an NBO analysis.
Positions of all 56 atoms, in Å:
Pb: -0.047378 -0.058420 4.759293  1.830
F: -0.944325 -0.793725 2.480474  -0.823
C: 3.346565 -0.764093 -0.670217  -0.600
C: 2.485327 -1.962529 -1.013031  -0.445
C: 1.125254 -1.961773 -0.170367  -0.192
N: 0.282730 -3.187124 -0.636935  -0.235
C: 0.311302 -3.221319 -2.185405  -0.420
C: -1.079264 -3.167793 0.087594  -0.213
C: -0.877912 -3.947454 1.345649  -0.437
C: -0.104988 -5.118551 0.974166  -0.433
C: 0.934935 -4.517765 -0.050073  -0.206
H: 2.681184 0.085554 -0.517014  0.180
H: 3.896289 -0.527582 -1.581235  0.240
H: 4.061938 -0.981542 0.122917  0.225
H: 3.059810 -2.888841 -1.007922  0.239
H: 2.352218 -1.606944 -2.034763  0.233
H: 0.530084 -1.061038 -0.320549  0.209
H: 1.179371 -2.043261 0.915229  0.210
H: -0.488475 -3.863946 -2.553493  0.244
H: 1.237172 -3.673723 -2.540651  0.245
H: 0.279227 -2.293164 -2.756015  0.241
H: -1.855718 -3.640132 -0.514161  0.245
H: -1.287021 -2.148600 0.413448  0.232
H: -1.816183 -4.332900 1.744617  0.263
H: -0.440531 -3.309037 2.113257  0.201
H: -0.657970 -5.870504 0.411244  0.234
H: 0.297407 -5.778633 1.742592  0.264
H: 1.193207 -5.238545 -0.825866  0.248
H: 1.848586 -4.283156 0.496097  0.222
C: 2.254713 2.842712 1.841783  -0.582
C: 0.840963 2.746646 1.518380  -0.428
C: 0.444422 3.394258 0.157176  -0.193
N: -1.079152 3.296876 -0.104876  -0.211
C: -1.890303 3.895372 1.070348  -0.422
C: -1.604852 1.834256 -0.370074  -0.204
C: -2.990042 2.113199 -0.966799  -0.429
C: -2.712582 3.317705 -1.970433  -0.436
C: -1.416019 3.952891 -1.450963  -0.259
H: 2.463181 3.912411 1.861601  0.231
H: 2.864816 2.328479 1.099195  0.226
H: 2.357558 2.331796 2.799114  0.187
H: 0.263854 2.886695 2.432405  0.193
H: 0.839852 1.674140 1.323891  0.196
H: 0.851297 2.893540 -0.721358  0.232
H: 0.703556 4.452547 0.188555  0.238
H: -2.870502 4.299040 0.816625  0.273
H: -1.369889 4.849337 1.155291  0.230
H: -1.651626 3.286395 1.942293  0.217
H: -1.583230 1.245470 0.546973  0.230
H: -0.871378 1.401427 -1.050348  0.208
H: -3.757651 2.362840 -0.234306  0.233
H: -3.369739 1.182101 -1.387496  0.252
H: -3.569757 3.978695 -2.098687  0.259
H: -2.620032 2.800774 -2.925583  0.247
H: -1.380441 5.041804 -1.484316  0.262
H: -0.649861 3.835135 -2.217270  0.247

Force components x, y, z for each atom (eV/Å):
Pb -1.31 -1.11 -2.82
F 1.43 1.14 3.12
C 0.66 -0.16 0.25
C -0.99 1.38 0.59
C 0.77 -1.50 -1.50
N 0.87 -0.28 0.14
C -0.35 -1.07 -0.04
C 0.13 0.61 -0.17
C -1.49 0.09 1.36
C 1.99 -1.42 -2.30
C -0.10 -0.50 0.83
H 0.26 0.24 0.50
H 0.39 0.13 0.30
H -0.17 0.58 0.23
H -0.34 -0.04 0.15
H -1.22 -1.28 -0.25
H 0.02 -0.05 -0.56
H 0.60 -0.24 -0.04
H -0.13 0.03 0.34
H 0.02 -0.13 0.54
H -0.42 0.47 0.96
H 0.20 0.35 -0.31
H -0.34 0.12 -0.80
H -0.35 0.61 0.05
H 0.25 -0.15 0.05
H -0.69 0.36 -0.17
H 0.59 0.71 0.29
H -0.18 0.44 -0.24
H -0.01 0.48 -0.32
C 1.42 1.26 0.12
C -1.30 -2.46 -1.95
C -1.74 -0.07 1.39
N -0.66 -0.61 -0.46
C 2.28 1.50 -1.38
C 0.12 1.48 0.54
C 0.39 0.25 -0.22
C -0.78 -1.80 0.62
C -0.21 0.49 -1.01
H 1.03 -0.14 0.55
H 0.21 0.25 0.08
H 0.72 0.40 0.15
H -0.50 0.80 -0.51
H -1.25 -0.54 -0.03
H 0.52 0.06 0.35
H -0.08 0.05 -0.36
H -0.33 -1.31 0.01
H 0.22 0.12 0.71
H -0.98 0.14 -0.22
H -0.09 0.24 0.14
H -0.27 0.00 -0.34
H 0.39 0.15 0.34
H 0.08 0.23 -0.60
H 0.18 0.09 0.41
H 0.57 0.53 -0.20
H -0.63 0.17 1.18
H 0.60 -1.08 0.52

LUMO level ... -12.6 eV
Net charge ... +3